{"formula": "C5H5NO2", "method": "ωB97M-V with the def2-TZVPD basis set", "homo_lumo_gap_ev": 9.23, "fmax_ha_per_bohr": 0.1340, "smiles": "CC(=O)c1ncco1", "lumo_ev": -0.12, "molar_mass_g_mol": 111.10, "relative_energy_ev": 2.823, "charge": 0, "symbols": ["C", "C", "O", "C", "N", "C", "C", "O", "H", "H", "H", "H", "H"], "coordinates": [[2.148, 1.009, 0.274], [1.414, -0.183, 0.050], [1.940, -1.264, -0.347], [-0.078, -0.221, 0.020], [-1.011, -1.129, 0.257], [-2.152, -0.543, 0.131], [-2.008, 0.804, -0.136], [-0.721, 1.013, -0.240], [2.057, 1.442, 1.202], [3.350, 0.848, 0.161], [1.741, 1.919, -0.494], [-3.223, -1.095, 0.349], [-2.546, 1.600, -0.354]]}